A cluster of 12 separate species, C63H129N9O9 in total in a non-equilibrium geometry. Source: the Open Molecules 2025 dataset; level of theory: ωB97M-V/def2-TZVPD.

Results
SMILES = CC1(C)CCCC(C)(C)N1O.CC1(C)CCCC(C)(C)N1O.CC1(C)CCCC(C)(C)N1O.CCCC#N.CCCC#N.CCCC#N.CCCC#N.CCCC#N.CCCC#N.COCCOC.COCCOC.COCCOC
E_LUMO = 0.4 eV
Kohn-Sham gap = 8.73 eV
total charge = 0
E_HOMO = -8.35 eV
molar mass = 1156.78 g/mol
total energy = -3647.54997 hartree

Each line ends with the Löwdin charge.
Geometry (Å):
1 O 2.885 3.204 3.062  -0.22
2 O 3.055 2.072 5.770  -0.20
3 O -3.264 3.516 3.182  -0.22
4 O -5.951 4.672 2.984  -0.18
5 O -2.140 6.714 -4.868  -0.19
6 O -0.312 5.739 -2.725  -0.19
7 O 3.483 -4.521 -1.387  -0.04
8 O 1.464 -0.179 2.281  -0.06
9 O -3.587 3.301 -0.304  -0.03
10 N 1.416 -0.945 -6.012  0.14
11 N 4.357 -1.418 0.868  0.21
12 N 2.770 -5.659 -1.847  -0.07
13 N 0.159 -0.296 1.751  -0.05
14 N -4.978 3.272 -0.641  -0.07
15 N -1.032 1.251 -3.682  0.17
16 N 4.648 -4.516 3.057  0.15
17 N -5.605 -6.022 3.886  0.14
18 N 3.731 3.788 -1.222  0.17
19 C -5.233 4.034 -1.912  -0.48
20 C 1.784 2.600 3.703  -0.21
21 C 1.606 -5.977 0.403  -0.03
22 C -4.811 5.504 -1.770  -0.03
23 C -5.218 4.509 4.188  -0.19
24 C -2.601 -1.866 -4.500  -0.23
25 C 1.834 -5.279 -2.937  -0.51
26 C 3.726 -7.219 -0.167  -0.04
27 C -2.390 -4.632 4.515  -0.11
28 C 4.536 -2.403 6.381  -0.10
29 C -4.820 0.819 -1.356  -0.02
30 C -4.614 -4.429 5.724  -0.19
31 C 0.370 -2.791 2.091  -0.01
32 C -4.267 3.308 4.187  -0.20
33 C -5.509 1.892 -0.454  -0.48
34 C 5.214 -2.062 0.537  -0.19
35 C 5.905 1.631 0.573  -0.26
36 C -0.657 -1.313 3.846  -0.01
37 C 3.794 1.951 -5.989  -0.10
38 C 0.101 0.068 0.306  -0.46
39 C 4.472 1.632 0.030  -0.19
40 C 0.785 -4.240 -2.542  -0.04
41 C 1.038 -0.738 -0.616  -0.02
42 C 4.073 2.852 -0.695  -0.24
43 C 1.665 -7.829 -1.340  -0.14
44 C -1.877 -1.637 1.700  -0.12
45 C -7.017 2.009 -0.663  -0.15
46 C -0.100 4.862 -1.622  -0.10
47 C -3.367 -3.675 5.202  -0.25
48 C -5.258 5.443 2.011  -0.09
49 C 2.656 -4.628 -4.072  -0.03
50 C -0.462 -1.521 2.314  -0.47
51 C 0.445 1.586 0.130  -0.01
52 C -2.213 2.561 3.077  -0.08
53 C -0.946 5.987 -5.110  -0.21
54 C 1.138 -6.550 -3.409  -0.14
55 C 6.338 -2.921 0.042  -0.15
56 C -2.920 -0.346 -4.553  -0.17
57 C 3.234 1.735 -4.577  -0.24
58 C 3.438 -2.163 5.368  -0.25
59 C 6.619 -1.264 -1.973  -0.10
60 C 2.443 -6.608 -0.747  -0.49
61 C 2.588 4.299 2.219  -0.09
62 C 4.381 -3.458 3.416  -0.23
63 C -2.502 7.615 -5.897  -0.11
64 C -0.599 5.074 -3.945  -0.21
65 C -4.471 3.506 -3.150  -0.03
66 C -2.291 -2.346 -3.083  -0.10
67 C -7.414 2.658 -1.980  -0.18
68 C 3.989 -2.119 3.938  -0.20
69 C -6.764 4.019 -2.142  -0.14
70 C 6.206 2.793 1.505  -0.10
71 C -5.324 1.462 1.031  -0.02
72 C -1.869 0.548 -4.052  -0.21
73 C 4.348 2.634 5.585  -0.09
74 C -5.186 -5.318 4.706  -0.24
75 C 2.038 -0.414 -5.216  -0.24
76 C 6.740 -2.698 -1.456  -0.22
77 C 0.578 -7.418 -2.296  -0.19
78 C -1.976 -1.424 0.208  -0.18
79 C 2.915 0.263 -4.242  -0.18
80 C -1.345 -0.104 -0.179  -0.15
81 C 2.329 1.542 4.659  -0.19
82 H -5.115 -0.174 -1.003  0.09
83 H -4.577 5.394 4.344  0.13
84 H -4.555 4.248 -3.958  0.09
85 H 5.561 -1.033 -2.144  0.06
86 H 4.859 -1.461 3.840  0.12
87 H 4.205 -2.341 7.416  0.07
88 H -3.815 -0.165 -3.951  0.10
89 H 1.037 2.148 3.014  0.10
90 H -4.809 2.370 4.025  0.12
91 H 0.097 -8.306 -2.703  0.11
92 H 0.927 -0.357 -1.635  0.07
93 H -1.003 5.311 -5.985  0.13
94 H 1.472 1.014 5.084  0.12
95 H -0.198 -6.874 -1.744  0.11
96 H -1.947 0.703 0.264  0.10
97 H 4.262 -7.765 -0.947  0.08
98 H -3.741 0.949 -1.267  0.07
99 H 0.267 -1.541 4.379  0.07
100 H 7.146 -1.145 -2.919  0.07
101 H 1.857 -7.167 -3.955  0.13
102 H 0.648 -5.566 0.078  0.06
103 H 4.372 -6.464 0.276  0.07
104 H 2.717 -2.982 5.443  0.11
105 H -1.498 -4.113 4.171  0.04
106 H -0.904 -0.261 4.024  0.08
107 H 0.577 -2.987 1.039  0.06
108 H 4.705 1.374 -6.154  0.07
109 H -3.469 -2.375 -4.927  0.11
110 H -1.051 4.455 -1.248  0.08
111 H 6.063 -3.333 -2.033  0.10
112 H 2.096 -0.816 1.919  0.04
113 H -1.418 4.363 -3.768  0.10
114 H -3.156 -2.211 -2.422  0.08
115 H 1.187 3.340 4.253  0.13
116 H -1.501 -1.929 4.175  0.05
117 H 1.976 -4.480 -4.919  0.09
118 H 3.735 1.433 0.824  0.10
119 H -2.214 1.892 3.943  0.08
120 H 0.289 4.495 -4.237  0.12
121 H 1.408 1.825 0.565  0.05
122 H -1.616 8.166 -6.246  0.09
123 H -3.397 3.412 -2.944  0.07
124 H 2.218 5.120 2.841  0.09
125 H 6.010 0.705 1.140  0.09
126 H 0.100 -4.657 -1.807  0.07
127 H -2.374 1.959 2.176  0.06
128 H 6.021 3.756 1.018  0.07
129 H -1.516 -2.245 -0.365  0.10
130 H 2.404 -8.453 -1.861  0.12
131 H 1.339 -2.745 2.591  0.06
132 H 4.921 -3.422 6.286  0.08
133 H -0.154 6.718 -5.356  0.13
134 H 4.277 0.732 -0.570  0.08
135 H 3.980 3.015 -6.132  0.07
136 H -3.737 -2.916 4.507  0.10
137 H 5.013 1.870 5.150  0.08
138 H -1.525 -1.705 -2.619  0.06
139 H 3.033 -3.659 -3.748  0.07
140 H 0.361 -6.187 -4.090  0.12
141 H -6.066 0.705 1.301  0.09
142 H -3.026 -1.443 -0.113  0.10
143 H 2.171 -5.185 0.908  0.07
144 H -4.348 0.996 1.190  0.06
145 H 0.256 -3.901 -3.437  0.08
146 H 3.411 -7.939 0.594  0.09
147 H 6.036 -3.960 0.208  0.10
148 H 7.781 -3.041 -1.502  0.11
149 H -2.882 -3.183 6.050  0.11
150 H -5.429 -3.763 6.041  0.12
151 H 5.590 2.786 2.413  0.06
152 H 3.959 2.075 -3.836  0.09
153 H 1.870 4.026 1.438  0.07
154 H -5.977 4.317 4.969  0.13
155 H 2.479 0.144 -3.248  0.09
156 H 2.918 -3.948 -0.854  0.07
157 H -2.952 7.091 -6.748  0.09
158 H 4.310 3.470 4.888  0.07
159 H -0.331 2.206 0.587  0.07
160 H -3.215 8.294 -5.427  0.09
161 H -7.207 4.779 -1.485  0.12
162 H -0.132 -3.663 2.514  0.08
163 H -4.934 6.393 2.467  0.10
164 H 7.170 -2.823 0.745  0.12
165 H -4.364 4.924 1.669  0.06
166 H 0.431 5.444 -0.871  0.09
167 H 3.854 -0.300 -4.257  0.11
168 H 3.215 -1.761 3.262  0.05
169 H 2.363 2.384 -4.443  0.10
170 H -5.203 5.944 -0.850  0.07
171 H 0.405 1.811 -0.945  0.08
172 H 4.625 2.915 6.608  0.09
173 H -4.818 2.541 -3.517  0.06
174 H -5.956 5.621 1.202  0.08
175 H 1.284 -8.337 -0.442  0.12
176 H 3.115 1.613 -6.775  0.07
177 H -3.177 -0.012 -5.564  0.12
178 H -2.245 -2.627 2.011  0.12
179 H -7.174 1.985 -2.814  0.11
180 H -2.909 -5.142 3.705  0.07
181 H 3.520 -5.236 -4.335  0.09
182 H -1.746 -2.068 -5.146  0.10
183 H -1.293 0.068 -1.256  0.09
184 H -2.022 -5.423 5.174  0.08
185 H -3.727 5.639 -1.730  0.08
186 H 1.246 -3.313 -2.177  0.07
187 H -5.453 2.322 1.696  0.07
188 H -4.307 -5.052 6.567  0.12
189 H -2.508 -0.889 2.205  0.12
190 H 3.516 4.557 1.702  0.08
191 H -1.928 -3.370 -3.115  0.06
192 H -1.294 3.145 3.005  0.08
193 H -8.506 2.740 -2.038  0.11
194 H 7.068 -0.552 -1.282  0.06
195 H -3.810 3.204 5.183  0.12
196 H 2.903 -1.220 5.556  0.10
197 H 0.808 -1.803 -0.624  0.05
198 H -7.493 1.029 -0.557  0.12
199 H -5.120 0.935 -2.399  0.05
200 H 5.354 -1.698 6.226  0.08
201 H 2.954 0.841 4.081  0.11
202 H -6.941 4.386 -3.161  0.12
203 H -5.189 6.031 -2.652  0.09
204 H 0.513 4.013 -1.955  0.07
205 H 6.634 1.635 -0.244  0.10
206 H 1.328 -6.758 1.125  0.09
207 H 2.101 -0.635 -0.347  0.06
208 H 7.222 2.722 1.901  0.07
209 H -3.598 3.779 0.533  0.06
210 H -7.377 2.618 0.186  0.13